Below is 15 unconnected molecules or ions with the total composition C44H129N11O15 in a non-equilibrium geometry, with properties calculated with ωB97M-V with the def2-TZVPD basis set.

Values from the calculation:
ΔE to the lowest compared entry with this formula, charge and spin (kcal/mol): 70.2
Kohn-Sham gap (hartree): 0.3068
E_HOMO (hartree): -0.3097
Charge: 0
Calculated total energy (eV): -94813.35873

Each line ends with the Löwdin charge.
Geometry (Å):
C  1.7773  -1.8825  4.7688  -0.066
C  0.6947  -2.7968  5.3013  -0.438
C  1.2644  -3.9283  6.3078  -0.128
O  2.1651  -4.8809  5.7427  -0.176
C  1.7558  -5.5734  4.6749  -0.163
N  -0.3740  -2.0224  5.8341  0.036
H  1.4097  -1.3294  3.9045  0.048
H  2.6143  -2.4156  4.3179  0.075
H  2.1835  -1.2201  5.5331  0.088
H  0.2443  -3.3572  4.4821  0.114
H  0.5088  -4.4874  6.8596  0.118
H  1.7864  -3.3575  7.0757  0.118
H  1.8188  -4.9258  3.8003  0.062
H  0.7458  -5.9644  4.7983  0.084
H  2.3602  -6.4662  4.5148  0.098
H  0.0270  -1.3716  6.4942  0.069
H  -0.7364  -1.3614  5.1619  0.063
C  5.2223  -5.9506  0.0914  -0.055
C  4.5328  -4.5808  0.1022  -0.473
C  3.3329  -4.3740  1.0794  -0.193
O  2.8368  -3.0685  0.9454  -0.183
C  1.5473  -2.8975  1.4399  -0.105
N  5.5786  -3.5968  0.1852  0.055
H  4.5040  -6.7680  0.1545  0.076
H  5.7877  -5.8617  1.0191  0.070
H  5.9384  -6.1401  -0.7081  0.081
H  4.0718  -4.4891  -0.8813  0.126
H  3.7117  -4.6396  2.0664  0.124
H  2.5238  -5.0592  0.8268  0.125
H  1.6964  -3.2275  2.4680  0.053
H  0.8528  -3.6120  0.9982  0.067
H  1.0751  -1.9155  1.4123  0.084
H  5.8196  -3.8419  1.1349  0.068
H  5.0743  -2.7218  0.1971  0.066
C  4.0377  3.1710  -1.2437  -0.068
C  4.5869  1.9622  -2.0585  -0.371
C  3.6883  0.6338  -1.9251  -0.154
O  2.5843  0.8252  -2.7886  -0.243
C  1.8089  -0.3873  -2.9271  -0.060
N  4.4529  2.3591  -3.4518  0.027
H  4.0615  2.9840  -0.1701  0.060
H  3.0262  3.3993  -1.5795  0.071
H  4.6397  4.0782  -1.2949  0.073
H  5.6211  1.8117  -1.7487  0.120
H  3.2844  0.7077  -0.9153  0.119
H  4.3875  -0.1856  -2.0919  0.128
H  0.7810  -0.2187  -3.2483  0.063
H  1.7962  -1.0073  -2.0308  0.079
H  2.2507  -1.0478  -3.6733  0.094
H  4.1515  3.3228  -3.4249  0.054
H  3.6394  1.7999  -3.6656  0.027
C  -1.4578  5.2831  7.0321  -0.059
C  -1.1025  3.7864  6.9538  -0.416
C  -2.2172  2.7846  7.3348  -0.194
O  -3.1427  2.6434  6.2969  -0.228
C  -4.0662  1.5287  6.5451  -0.040
N  -0.5904  3.5391  5.6346  0.036
H  -1.9277  5.3672  8.0120  0.069
H  -2.1682  5.5329  6.2440  0.076
H  -0.6020  5.9191  6.8057  0.075
H  -0.2197  3.5835  7.5601  0.130
H  -2.8191  3.1537  8.1653  0.121
H  -1.7558  1.8735  7.7156  0.123
H  -3.5074  0.6059  6.7007  0.090
H  -4.7971  1.4559  5.7397  0.087
H  -4.6745  1.6797  7.4370  0.085
H  -1.2749  3.4811  4.8942  0.026
H  0.1482  4.1349  5.2889  0.081
C  -2.0232  3.4928  -3.9621  -0.055
C  -0.7591  2.6347  -4.0421  -0.391
C  0.1846  3.0955  -5.2159  -0.154
O  1.1462  2.0872  -5.6172  -0.235
C  2.2497  2.4131  -6.4996  -0.075
N  -0.0597  2.7156  -2.7568  0.067
H  -1.7456  4.5196  -3.7241  0.066
H  -2.7691  3.0432  -3.3066  0.087
H  -2.4008  3.5227  -4.9842  0.075
H  -1.0178  1.5922  -4.2275  0.115
H  0.7120  4.0019  -4.9184  0.125
H  -0.4387  3.3162  -6.0825  0.110
H  2.8013  1.5097  -6.7598  0.090
H  2.8686  3.2325  -6.1341  0.083
H  1.7921  2.6636  -7.4566  0.075
H  0.8675  2.3293  -2.8625  0.064
H  -0.4579  2.1106  -2.0529  0.050
C  -1.1730  -6.6017  -4.7054  -0.065
C  -1.5323  -7.0456  -3.2940  -0.427
C  -1.5095  -5.8758  -2.2920  -0.199
O  -0.3584  -5.0363  -2.4548  -0.201
C  -0.1614  -3.9314  -1.5635  -0.075
N  -2.8962  -7.6629  -3.2476  0.050
H  -1.9897  -5.9452  -5.0055  0.070
H  -1.3618  -7.5442  -5.2194  0.076
H  -0.1851  -6.1942  -4.9202  0.086
H  -0.7418  -7.7502  -3.0354  0.135
H  -1.6044  -6.3592  -1.3197  0.105
H  -2.3719  -5.2129  -2.3618  0.120
H  -0.5819  -3.0038  -1.9518  0.058
H  0.9136  -3.7846  -1.4594  0.087
H  -0.6309  -4.1935  -0.6153  0.058
H  -3.2387  -7.5199  -4.1870  0.056
H  -2.6303  -8.6346  -3.1755  0.067
C  -0.1381  0.9304  2.5368  -0.035
C  -0.4669  1.4771  1.1225  -0.387
C  -1.6380  0.8392  0.4573  -0.155
O  -1.5128  0.8902  -0.9927  -0.225
C  -1.8563  -0.2588  -1.6792  -0.119
N  -0.7094  2.8887  1.3360  0.070
H  0.6490  1.5029  3.0276  0.072
H  0.2239  -0.0972  2.5042  0.033
H  -0.9777  0.9045  3.2314  0.073
H  0.3443  1.2482  0.4313  0.144
H  -2.5968  1.2037  0.8260  0.123
H  -1.7719  -0.2205  0.6747  0.100
H  -1.1786  -1.0216  -1.2960  0.065
H  -1.5617  -0.1651  -2.7244  0.072
H  -2.8622  -0.6422  -1.5081  0.100
H  -0.9066  3.3098  0.4394  0.056
H  -1.3706  3.0758  2.0761  0.058
C  -2.2172  -1.3600  -8.9079  -0.041
C  -1.6625  -0.5347  -7.6841  -0.450
C  -0.9843  -1.3865  -6.6577  -0.199
O  -1.9408  -2.3099  -6.0967  -0.171
C  -1.3742  -2.9480  -4.9708  -0.107
N  -0.8054  0.5418  -8.1403  0.047
H  -2.9837  -2.0363  -8.5296  0.071
H  -1.3778  -1.8514  -9.3999  0.075
H  -2.6479  -0.6655  -9.6293  0.067
H  -2.5581  -0.0721  -7.2695  0.131
H  -0.4971  -0.7865  -5.8890  0.108
H  -0.1346  -1.8922  -7.1164  0.133
H  -2.0607  -3.7279  -4.6411  0.080
H  -1.1117  -2.1439  -4.2834  0.066
H  -0.4307  -3.4403  -5.2062  0.090
H  -1.3667  1.2703  -8.5579  0.074
H  -0.5681  0.9874  -7.2655  0.040
C  -4.9794  6.0591  -3.8261  -0.060
C  -4.6171  7.1424  -2.7577  -0.410
C  -3.4900  6.6814  -1.7844  -0.182
O  -3.9421  5.4754  -1.1815  -0.213
C  -3.0261  4.6587  -0.4509  -0.084
N  -4.3243  8.3026  -3.5870  0.028
H  -4.0687  5.6304  -4.2445  0.058
H  -5.5804  6.4919  -4.6258  0.071
H  -5.6509  5.2836  -3.4576  0.069
H  -5.5209  7.2928  -2.1672  0.134
H  -3.2916  7.3278  -0.9294  0.127
H  -2.5892  6.5285  -2.3787  0.098
H  -3.4778  3.8318  0.0972  0.068
H  -2.3491  5.3417  0.0620  0.095
H  -2.4353  4.1660  -1.2231  0.051
H  -3.3714  8.1111  -3.8615  0.066
H  -4.2877  9.1190  -2.9935  0.069
C  3.6577  2.0228  3.4651  -0.071
C  5.0532  2.2500  4.0819  -0.413
C  5.9920  3.1829  3.2001  -0.155
O  6.0896  2.7844  1.7708  -0.207
C  6.9402  3.7291  1.0936  -0.110
N  4.7717  2.8737  5.3691  0.027
H  3.1490  1.2796  4.0790  0.064
H  3.7096  1.6187  2.4541  0.063
H  3.0651  2.9074  3.2318  0.080
H  5.5609  1.2874  4.1438  0.133
H  6.9918  3.3440  3.6032  0.114
H  5.4481  4.1207  3.3137  0.108
H  7.0054  4.7071  1.5705  0.082
H  6.7622  3.8256  0.0226  0.073
H  7.9254  3.2874  1.2435  0.082
H  4.5297  3.8383  5.1924  0.067
H  5.6144  2.9272  5.9231  0.066
C  -1.6748  -7.2178  2.7782  -0.037
C  -3.1194  -6.6061  2.5306  -0.409
C  -3.1674  -5.2560  1.7571  -0.221
O  -2.3692  -4.3218  2.4576  -0.203
C  -2.2897  -3.0212  1.7439  -0.057
N  -3.9883  -7.6119  1.9550  0.038
H  -1.7778  -8.1750  3.2894  0.070
H  -1.2326  -6.4966  3.4656  0.053
H  -1.1077  -7.5106  1.8947  0.069
H  -3.4257  -6.2093  3.4985  0.129
H  -4.2072  -4.9329  1.7067  0.119
H  -2.7788  -5.2822  0.7391  0.103
H  -3.3110  -2.6637  1.6125  0.084
H  -1.9059  -3.1947  0.7385  0.052
H  -1.6577  -2.3153  2.2827  0.074
H  -3.4452  -8.0009  1.1975  0.064
H  -4.7659  -7.2398  1.4286  0.064
O  -2.7606  3.0316  3.7404  -0.071
H  -3.0347  3.0671  4.6568  -0.006
H  -3.5744  3.1135  3.2431  -0.017
O  0.0646  5.3103  -1.5662  -0.062
H  -0.2916  5.9919  -2.1361  0.039
H  -0.0512  4.4991  -2.0610  -0.021
O  1.3307  5.1612  0.8511  -0.085
H  1.0121  5.3493  -0.0317  -0.038
H  0.7054  4.5271  1.2019  -0.028
O  -4.9096  3.0972  2.1104  -0.036
H  -4.9503  2.1409  2.1011  0.054
H  -5.4007  3.3659  1.3340  0.059